*one*
The following is a DFT calculation (wB97M-V/def2-TZVPD) of an isolated molecule of C6H10N2O2.

```
20
Properties=species:S:1:pos:R:3
C -2.28997 -0.93986 -0.85834
C -1.36092 -0.08555 -0.05130
C 0.10730 -0.61662 -0.12598
C 0.25815 -1.99234 0.29511
N 0.41843 -3.07549 0.54292
C 1.17577 0.37243 0.62164
C 0.66849 1.84836 0.75230
N 2.40959 0.31860 -0.22522
O 3.46227 0.10806 0.26917
O 2.18536 0.58403 -1.39593
H -3.16007 -0.44436 -1.04057
H -2.27682 -1.92665 -0.53844
H -1.90501 -1.00091 -1.82824
H -1.18944 1.00614 -0.36227
H -1.71915 -0.04371 1.03180
H 0.30581 -0.62923 -1.16558
H 1.33963 -0.03247 1.67952
H 1.47362 2.49975 0.78774
H 0.07524 1.90442 1.75011
H 0.02172 2.14540 -0.13843
```

Calculated values
**SMILES string**: CC[C@H](C#N)[C@H](C)[N+](=O)[O-]
**Net charge**: 0
**2S+1**: 1
**LUMO level**: 0.149 eV
**Highest occupied orbital energy**: -11.32 eV
**Kohn-Sham gap**: 11.47 eV

Löwdin population analysis, charges in e, atoms 1 to 8:
1 C -0.08
2 C -0.21
3 C -0.25
4 C -0.22
5 N 0.18
6 C -0.18
7 C -0.04
8 N -0.40


*two*
The following is a DFT calculation (wB97M-V/def2-TZVPD) of a cluster of 2 separate species, C6H10N2O2 in total.

```
20
Properties=species:S:1:pos:R:3
H -1.55176 -1.22654 -2.85646
N -1.06380 -1.67355 -2.07935
C -0.92103 -0.93285 -1.10922
O -1.38927 0.74659 -1.35120
C -0.81194 0.25216 -0.25652
C -1.51929 0.35101 1.07902
C 0.95655 0.57670 -0.08874
C 1.06723 1.99806 -0.61480
H -2.59728 0.39037 0.91209
H -1.20760 1.27585 1.56242
H -1.27720 -0.49075 1.72954
H 1.22452 0.50829 0.96579
H 1.59225 -0.08679 -0.68325
H 0.78711 2.04821 -1.66516
H 2.09349 2.35617 -0.51100
H 0.39757 2.67105 -0.08133
N 1.52664 -1.89140 1.74807
C 0.75694 -2.06848 0.85690
O -0.15001 -2.32070 0.11853
H 2.08692 -2.48341 2.32467
```

Calculated values
**SMILES string**: [H]/N=C1\O[C@]1(C)CC.N=C=O
**Net charge**: 0
**2S+1**: 1
**LUMO level**: 0.555 eV
**Highest occupied orbital energy**: -8.77 eV
**Kohn-Sham gap**: 9.32 eV

Löwdin population analysis, charges in e, atoms 1 to 8:
1 H 0.10
2 N 0.19
3 C -0.14
4 O -0.07
5 C -0.55
6 C 0.00
7 C -0.14
8 C -0.13


*three*
The following is a DFT calculation (wB97M-V/def2-TZVPD) of an isolated molecule of C6H10N2O2.

```
20
Properties=species:S:1:pos:R:3
H -3.47409 1.26634 -0.31863
N -2.79911 0.77526 0.40957
C -2.25951 -0.11793 -0.29839
O -2.77239 -0.00071 -1.67084
C -1.02999 -0.93312 -0.06296
C -0.20705 -0.52692 1.17601
C 0.75658 0.26516 0.26123
C 2.23773 0.11870 0.52551
N 2.94257 1.26182 0.61062
O 2.76381 -0.98724 0.64356
C 0.18351 -0.51566 -0.94463
H -2.30122 -0.64108 -2.21956
H -1.30772 -1.99529 -0.13123
H 0.29151 -1.40089 1.61216
H -0.72725 0.04291 1.95355
H 0.46913 1.32329 0.21291
H 3.94383 1.22582 0.74761
H 2.50347 2.16786 0.53875
H -0.01647 0.05927 -1.85728
H 0.80266 -1.38759 -1.18796
```

Calculated values
**SMILES string**: [H]/N=C(\O)[C@H]1C[C@H](C(N)=O)C1
**Net charge**: 0
**2S+1**: 1
**LUMO level**: 0.716 eV
**Highest occupied orbital energy**: -9.97 eV
**Kohn-Sham gap**: 10.68 eV

Löwdin population analysis, charges in e, atoms 1 to 8:
1 H 0.12
2 N 0.14
3 C -0.39
4 O -0.03
5 C -0.23
6 C -0.08
7 C -0.21
8 C -0.51


*three* is the most stable structure; the next one sits 81.6 kcal/mol above it.


*one*
The following is a DFT calculation (wB97M-V/def2-TZVPD) of an isolated molecule of C3H4ClF.

```
9
Properties=species:S:1:pos:R:3
C -0.28394 1.09639 -0.05615
C -0.36013 -0.36418 -0.13186
Cl -2.01575 -0.88537 0.02653
C 0.60967 -1.31657 -0.10926
F 1.86590 -0.82303 0.06858
H -0.83622 1.81287 -0.51790
H -0.28558 1.44159 0.98207
H 0.80271 1.39953 -0.19064
H 0.50334 -2.36124 -0.07137
```

Calculated values
**SMILES string**: C/C(Cl)=C\F
**Net charge**: 0
**2S+1**: 1
**LUMO level**: 0.961 eV
**Highest occupied orbital energy**: -9.31 eV
**Kohn-Sham gap**: 10.27 eV

Löwdin population analysis, charges in e, atoms 1 to 8:
1 C -0.14
2 C -0.69
3 Cl 0.64
4 C -0.14
5 F -0.01
6 H 0.04
7 H 0.09
8 H 0.10


*two*
The following is a DFT calculation (wB97M-V/def2-TZVPD) of an isolated molecule of C3H4ClF.

```
9
Properties=species:S:1:pos:R:3
F 1.79310 -1.24457 0.11648
C 0.63267 -0.70346 0.61126
C -0.64848 -1.31227 0.38518
C -0.19505 -0.03848 -0.40232
Cl -0.81684 1.61036 -0.34615
H 0.84974 -0.19368 1.54532
H -1.37819 -1.17128 1.17790
H -0.79650 -2.31919 -0.04784
H 0.33851 -0.16557 -1.40382
```

Calculated values
**SMILES string**: F[C@@H]1C[C@H]1Cl
**Net charge**: 0
**2S+1**: 1
**LUMO level**: 1.129 eV
**Highest occupied orbital energy**: -10.23 eV
**Kohn-Sham gap**: 11.36 eV

Löwdin population analysis, charges in e, atoms 1 to 8:
1 F 0.01
2 C -0.40
3 C -0.06
4 C -0.63
5 Cl 0.58
6 H 0.15
7 H 0.11
8 H 0.12


*three*
The following is a DFT calculation (wB97M-V/def2-TZVPD) of an isolated molecule of C3H4ClF.

```
9
Properties=species:S:1:pos:R:3
C -0.13837 -0.81011 -1.12457
C 0.44687 0.12674 -0.28236
Cl 1.24846 1.41328 -1.12388
C 0.02309 0.26615 1.18864
F -0.89959 1.29155 1.40916
H -1.19869 -1.16975 -1.04682
H 0.21974 -0.80943 -2.20930
H 0.86769 0.39281 1.97473
H -0.56919 -0.70123 1.21441
```

Calculated values
**SMILES string**: C=C(Cl)CF
**Net charge**: 0
**2S+1**: 1
**LUMO level**: 0.261 eV
**Highest occupied orbital energy**: -9.61 eV
**Kohn-Sham gap**: 9.87 eV

Löwdin population analysis, charges in e, atoms 1 to 8:
1 C -0.04
2 C -0.72
3 Cl 0.64
4 C -0.22
5 F -0.07
6 H 0.08
7 H 0.07
8 H 0.15


*one* is the most stable structure; the next one sits 1.8 kcal/mol above it.